--- 1 ---
The following is a quantum chemistry calculation of a cluster of 2 separate species, C4H12N2O2 in total, from the Open Molecules 2025 dataset.

## Properties
SMILES = CN[C@H](C)C(N)=O.O
multiplicity = 1
frontier orbital gap = 0.353 hartree

Atoms and positions in Å:
1 C 0.571 1.572 -0.838
2 N -0.514 1.262 0.058
3 C 0.145 -0.921 1.175
4 C -0.848 -0.136 0.270
5 C -1.057 -0.942 -0.996
6 N -2.351 -1.391 -1.157
7 O -0.165 -1.331 -1.715
8 H 0.602 0.925 -1.710
9 H 0.484 2.590 -1.217
10 H 1.580 1.488 -0.399
11 H -0.505 1.743 0.947
12 H 0.935 -1.452 0.634
13 H -0.380 -1.754 1.656
14 H 0.578 -0.338 1.977
15 H -1.754 -0.219 0.857
16 H -2.486 -2.033 -1.923
17 H -3.068 -0.682 -1.060
18 H 2.815 0.602 2.047
19 H 3.207 2.070 2.069
20 O 3.341 1.242 2.537

=====

--- 2 ---
The following is a quantum chemistry calculation of a cluster of 2 separate species, C4H12N2O2 in total, from the Open Molecules 2025 dataset.

## Properties
SMILES = CNN=O.CCOC
multiplicity = 1
frontier orbital gap = 0.349 hartree

Atoms and positions in Å:
1 C 0.485 -0.993 0.932
2 C -2.392 -0.460 -0.804
3 C 1.123 -1.724 -0.216
4 N -1.631 0.653 -0.291
5 H -1.698 1.065 0.632
6 H 0.934 -1.246 1.894
7 H -0.582 -1.149 1.076
8 H -2.322 -0.570 -1.890
9 H -2.045 -1.424 -0.420
10 H -3.447 -0.317 -0.547
11 H 0.964 -2.802 -0.095
12 H 2.197 -1.536 -0.269
13 H 0.683 -1.403 -1.164
14 C 1.895 1.644 0.593
15 O 1.215 0.475 0.864
16 N -0.901 1.383 -1.207
17 O -0.706 2.515 -0.809
18 H 2.338 1.620 -0.410
19 H 1.190 2.463 0.805
20 H 2.700 1.807 1.327

=====

--- 3 ---
The following is a quantum chemistry calculation of a structure of composition C4H12N2O2, from the Open Molecules 2025 dataset.

## Properties
multiplicity = 1
frontier orbital gap = 0.397 hartree

Atoms and positions in Å:
1 N -1.976 -0.617 -0.580
2 C -0.250 -1.307 1.945
3 C 0.271 -0.320 0.880
4 C -0.291 -0.615 -0.506
5 C 0.126 0.422 -1.544
6 N -0.536 0.327 -2.722
7 O 0.994 1.254 -1.358
8 H -2.133 0.226 -0.048
9 H -1.371 -1.339 -0.115
10 H -0.038 -0.954 2.946
11 H 0.214 -2.289 1.798
12 H -1.328 -1.403 1.847
13 H -0.025 0.678 1.189
14 H 1.357 -0.327 0.869
15 H 0.067 -1.574 -0.909
16 H -0.342 1.071 -3.360
17 H -1.486 0.021 -2.605
18 H 2.744 2.841 0.952
19 H 1.816 1.830 0.224
20 O 2.187 2.075 1.097

=====

--- 4 ---
The following is a quantum chemistry calculation of a cluster of 2 separate species, C4H12N2O2 in total, from the Open Molecules 2025 dataset.

## Properties
SMILES = CC(C)NC(N)=O.O
multiplicity = 1
frontier orbital gap = 0.375 hartree

Atoms and positions in Å:
1 C -0.941 0.927 1.049
2 C -0.319 -0.208 0.252
3 C 0.990 -0.705 0.871
4 N -0.028 0.236 -1.133
5 C 0.702 1.350 -1.441
6 N 1.200 1.351 -2.734
7 O 0.979 2.244 -0.664
8 H -0.259 1.738 1.262
9 H -1.795 1.313 0.505
10 H -1.288 0.551 2.014
11 H -1.070 -0.975 0.091
12 H 1.458 -1.376 0.150
13 H 0.843 -1.312 1.767
14 H 1.648 0.123 1.096
15 H -0.134 -0.420 -1.889
16 H 0.931 0.627 -3.374
17 H 1.435 2.253 -3.105
18 H -0.917 -2.161 2.227
19 H -1.693 -2.976 1.092
20 O -1.743 -2.580 1.965

=====

Energetically preferred structure: 4 | next structure: +87.0 kJ/mol

=====

--- 1 ---
The following is a quantum chemistry calculation of a cluster of 2 separate species, C4H12N2O2 in total, from the Open Molecules 2025 dataset.

## Properties
SMILES = CN(C)CC(N)=O.O
multiplicity = 1
frontier orbital gap = 0.364 hartree

Atoms and positions in Å:
1 C -0.843 0.803 0.960
2 N -0.922 0.365 -0.432
3 C -1.480 1.494 -1.199
4 C 0.387 0.006 -0.998
5 C 0.718 -1.377 -0.421
6 N 0.164 -2.425 -1.080
7 O 1.453 -1.536 0.536
8 H -0.321 0.064 1.568
9 H -0.209 1.698 1.010
10 H -1.800 0.964 1.445
11 H -2.405 1.853 -0.749
12 H -1.755 1.266 -2.228
13 H -0.737 2.293 -1.152
14 H 1.223 0.665 -0.729
15 H 0.226 0.069 -2.072
16 H 0.239 -3.332 -0.621
17 H -0.659 -2.332 -1.671
18 H 2.707 -0.414 3.223
19 H 1.782 -0.309 1.950
20 O 2.232 0.185 2.657

=====

--- 2 ---
The following is a quantum chemistry calculation of a cluster of 2 separate species, C4H12N2O2 in total, from the Open Molecules 2025 dataset.

## Properties
SMILES = NCCCNC=O.O
multiplicity = 1
frontier orbital gap = 0.357 hartree

Atoms and positions in Å:
1 O -1.758 -3.359 0.047
2 C -1.111 -2.512 -0.549
3 N -1.697 -1.274 -0.826
4 C -1.112 -0.184 -1.632
5 C -0.854 1.031 -0.635
6 C 0.438 0.856 0.254
7 N 1.390 1.732 -0.334
8 H -0.109 -2.450 -0.557
9 H -2.726 -1.330 -0.889
10 H -0.099 -0.322 -1.883
11 H -1.821 0.122 -2.583
12 H -1.601 0.977 0.189
13 H -1.059 1.990 -1.111
14 H 0.773 -0.131 0.118
15 H 0.332 1.002 1.453
16 H 2.159 1.778 0.218
17 H 1.254 2.698 -0.552
18 H 3.017 -0.548 2.631
19 H 2.113 -0.257 3.682
20 O 2.471 0.181 2.959

=====

--- 3 ---
The following is a quantum chemistry calculation of a cluster of 2 separate species, C4H12N2O2 in total, from the Open Molecules 2025 dataset.

## Properties
SMILES = NCC[C@@H](N)C=O.O
multiplicity = 1
frontier orbital gap = 0.377 hartree

Atoms and positions in Å:
1 O -2.705 -1.006 1.040
2 C -1.896 -1.378 0.241
3 C -0.763 -0.468 -0.243
4 C -1.060 1.010 0.027
5 C 0.085 1.922 -0.387
6 N 0.748 1.489 -1.626
7 N 0.423 -0.980 0.460
8 H -1.816 -2.399 -0.166
9 H -0.503 -0.565 -1.290
10 H -2.008 1.268 -0.455
11 H -1.215 1.159 1.097
12 H -0.236 2.969 -0.455
13 H 0.839 1.969 0.404
14 H 0.148 1.717 -2.402
15 H 1.622 1.992 -1.741
16 H 0.345 -0.983 1.473
17 H 1.222 -0.417 0.206
18 H 3.315 -1.277 -0.297
19 H 3.184 -1.151 1.218
20 O 3.757 -0.894 0.475

=====

Energetically preferred structure: 1 | next structure: +61.9 kJ/mol

=====

--- 1 ---
The following is a quantum chemistry calculation of a structure of composition C4H12N2O2, from the Open Molecules 2025 dataset.

## Properties
multiplicity = 1
frontier orbital gap (alpha / beta) = 0.296 / 0.297 hartree

Atoms and positions in Å:
1 C 1.820 0.196 1.520
2 N 1.992 -0.528 0.280
3 N 2.943 0.042 -0.497
4 O 0.406 -0.517 -0.532
5 H 0.415 -1.424 -0.198
6 H 2.808 1.036 -0.693
7 H 3.122 -0.506 -1.329
8 H 2.722 0.062 2.123
9 H 0.954 -0.217 2.037
10 H 1.663 1.270 1.350
11 C -1.678 1.127 0.254
12 C -1.547 -0.241 -0.368
13 C -2.068 -0.449 -1.633
14 O -1.787 -1.226 0.603
15 H -2.263 -1.952 0.183
16 H -2.670 1.247 0.698
17 H -0.946 1.227 1.047
18 H -1.540 1.912 -0.488
19 H -2.262 0.377 -2.294
20 H -2.085 -1.440 -2.061

=====

--- 2 ---
The following is a quantum chemistry calculation of a cluster of 2 separate species, C4H12N2O2 in total, from the Open Molecules 2025 dataset.

## Properties
SMILES = CC[C@@H](N)C(N)=O.O
multiplicity = 1
frontier orbital gap = 0.377 hartree

Atoms and positions in Å:
1 N 0.954 -1.432 -0.519
2 C 0.598 1.488 -2.301
3 C 0.329 1.044 -0.917
4 C 0.005 -0.440 -0.814
5 C -1.085 -0.442 0.297
6 N -2.056 -1.430 0.161
7 O -1.177 0.294 1.265
8 H 1.648 -1.259 0.344
9 H 1.596 -1.704 -1.213
10 H 0.938 2.531 -2.357
11 H -0.334 1.421 -3.003
12 H 1.346 0.708 -2.773
13 H 1.085 1.401 -0.154
14 H -0.595 1.691 -0.597
15 H -0.409 -0.600 -1.821
16 H -2.012 -1.988 -0.653
17 H -2.171 -1.781 1.019
18 H 1.799 1.662 2.451
19 H 0.975 0.303 2.438
20 O 1.772 0.674 2.639

=====

Energetically preferred structure: 2 | next structure: +380.4 kJ/mol

=====

--- 1 ---
The following is a quantum chemistry calculation of the ion C7H10BrN2 with charge +1, from the Open Molecules 2025 dataset.

## Properties
charge = +1
SMILES = Br\C=C/N=C\[NH+]=C\C1CC1
multiplicity = 1
frontier orbital gap = 0.333 hartree

Atoms and positions in Å:
1 C -0.713 0.749 -2.160
2 C 1.393 0.051 -2.100
3 C 0.521 -1.045 2.248
4 C -0.753 -0.134 2.278
5 C -1.068 1.400 -1.011
6 C -0.386 -0.841 1.000
7 C 0.301 -0.078 -0.083
8 N 0.467 0.664 -2.726
9 N 1.189 -0.689 -0.915
10 Br -0.332 3.101 -0.684
11 H -1.431 0.114 -2.702
12 H 2.341 0.135 -2.497
13 H 1.550 -0.558 2.345
14 H 0.329 -1.981 2.706
15 H -1.768 -0.302 2.738
16 H -0.400 0.949 2.206
17 H -2.092 1.172 -0.656
18 H -0.869 -1.778 0.762
19 H 0.765 0.833 0.356
20 H 0.957 -1.763 -1.107

=====

--- 2 ---
The following is a quantum chemistry calculation of the ion C7H10BrN2 with charge +1, from the Open Molecules 2025 dataset.

## Properties
charge = +1
SMILES = N[C@]([NH3+])(Br)c1ccccc1
multiplicity = 1
frontier orbital gap = 0.340 hartree

Atoms and positions in Å:
1 C -1.643 0.925 2.147
2 C -1.183 -0.394 2.163
3 C -1.317 1.747 1.098
4 C -0.307 -0.843 1.164
5 C -0.512 1.324 0.031
6 C 0.085 0.076 0.124
7 C 1.055 -0.391 -1.002
8 N 1.945 -1.332 -0.648
9 N 0.285 -0.741 -2.163
10 Br 2.023 1.359 -1.974
11 H -2.205 1.367 2.983
12 H -1.628 -0.920 3.059
13 H -1.699 2.808 1.039
14 H 0.053 -1.856 1.156
15 H -0.038 2.107 -0.583
16 H 2.636 -1.547 -1.380
17 H 2.178 -1.339 0.273
18 H -0.202 0.188 -2.516
19 H -0.393 -1.496 -2.054
20 H 0.866 -1.042 -2.917

=====

Energetically preferred structure: 2 | next structure: +343.3 kJ/mol